{"formula": "C28H24AuBClNO4", "method": "ωB97M-V with the def2-TZVPD basis set", "elements": ["Au", "C", "C", "C", "C", "N", "C", "C", "C", "C", "C", "C", "C", "H", "H", "H", "H", "H", "H", "H", "H", "Cl", "C", "C", "C", "C", "C", "C", "C", "O", "O", "H", "H", "H", "H", "C", "C", "C", "C", "C", "C", "C", "C", "O", "B", "O", "C", "C", "H", "H", "H", "H", "H", "H", "H", "H", "H", "H", "H", "H"], "coordinates": [[-1.546, -2.035, 0.433], [-4.675, -5.224, 0.420], [-3.992, -6.262, 1.040], [-2.760, -6.019, 1.621], [-2.234, -4.738, 1.566], [-2.895, -3.751, 0.957], [-4.081, -3.980, 0.392], [-0.921, -4.339, 2.113], [-0.228, -5.087, 3.059], [1.033, -4.698, 3.481], [1.623, -3.556, 2.957], [0.932, -2.775, 2.036], [-0.332, -3.169, 1.639], [-5.640, -5.379, -0.042], [-4.412, -7.260, 1.057], [-2.205, -6.818, 2.091], [-4.556, -3.137, -0.095], [-0.683, -5.977, 3.479], [1.559, -5.290, 4.217], [2.617, -3.264, 3.271], [1.381, -1.881, 1.628], [-0.577, 3.667, -3.110], [-0.789, 1.935, -3.045], [-1.907, 1.412, -2.427], [-2.040, 0.029, -2.329], [-1.075, -0.816, -2.860], [0.014, -0.265, -3.531], [0.170, 1.109, -3.614], [-1.209, -2.325, -2.788], [-0.898, -2.976, -3.770], [-1.664, -2.808, -1.676], [-2.663, 2.073, -2.025], [-2.920, -0.389, -1.851], [0.738, -0.932, -3.979], [1.025, 1.541, -4.118], [2.682, 5.543, -1.106], [2.125, 5.041, 0.235], [0.872, 5.854, 0.561], [3.158, 5.278, 1.346], [1.835, 3.541, 0.134], [2.859, 2.669, -0.252], [2.672, 1.294, -0.376], [1.412, 0.819, -0.102], [0.936, -0.481, -0.144], [-0.396, -0.375, 0.233], [-0.751, 0.920, 0.519], [0.399, 1.662, 0.293], [0.571, 3.019, 0.418], [2.818, 6.627, -1.074], [1.989, 5.306, -1.917], [3.645, 5.088, -1.343], [1.134, 6.912, 0.609], [0.448, 5.571, 1.527], [0.107, 5.730, -0.210], [3.412, 6.339, 1.409], [4.076, 4.716, 1.167], [2.755, 4.963, 2.312], [3.843, 3.068, -0.463], [3.468, 0.632, -0.689], [-0.257, 3.647, 0.717]], "charge": 0}

{"formula": "C3H7NO2", "method": "ωB97M-V with the def2-TZVPD basis set", "elements": ["C", "C", "O", "C", "N", "O", "H", "H", "H", "H", "H", "H", "H"], "coordinates": [[-1.870, 0.328, 0.228], [-0.873, -0.366, -0.683], [0.396, 0.292, -0.561], [1.384, -0.406, 0.049], [2.441, 0.426, 0.286], [1.351, -1.586, 0.321], [-1.935, 1.391, -0.025], [-1.566, 0.252, 1.276], [-2.867, -0.111, 0.124], [-0.743, -1.421, -0.432], [-1.174, -0.280, -1.732], [3.178, 0.062, 0.867], [2.276, 1.420, 0.283]], "smiles": "CCOC(N)=O", "charge": 0}

{"formula": "C3H2N2O2", "method": "ωB97M-V with the def2-TZVPD basis set", "elements": ["O", "C", "C", "N", "C", "N", "O", "H", "H"], "coordinates": [[0.035, -2.009, 0.406], [0.734, -1.090, 0.697], [-0.130, 0.305, 1.210], [-1.006, 0.848, 0.586], [-0.909, 0.986, -0.805], [0.174, 0.542, -1.340], [1.083, 0.091, -0.512], [1.731, -1.081, 1.151], [-1.712, 1.407, -1.392]], "charge": 0}

{"formula": "C18H43Cl3LuP2", "method": "ωB97M-V with the def2-TZVPD basis set", "elements": ["Lu", "Cl", "P", "C", "C", "C", "C", "H", "C", "H", "H", "H", "H", "H", "H", "H", "C", "C", "H", "H", "H", "H", "H", "H", "C", "H", "C", "H", "H", "H", "H", "H", "H", "Cl", "H", "P", "C", "C", "C", "C", "H", "C", "H", "H", "H", "H", "H", "H", "H", "C", "C", "H", "H", "H", "H", "H", "H", "C", "H", "C", "H", "H", "H", "H", "H", "H", "Cl"], "coordinates": [[0.013, 0.165, 0.110], [-0.079, 0.790, -2.444], [-2.564, -0.370, -0.273], [-2.909, -1.222, -1.866], [-3.443, -1.303, 1.071], [-3.225, 1.370, -0.492], [-1.872, -2.299, -2.285], [-2.826, -0.401, -2.612], [-4.321, -1.823, -1.882], [-4.321, -2.770, -1.322], [-4.626, -2.017, -2.926], [-5.072, -1.155, -1.437], [-0.983, -1.840, -2.745], [-2.304, -2.995, -3.024], [-1.527, -2.908, -1.440], [-2.644, 1.677, -1.395], [-2.901, 2.361, 0.632], [-4.729, 1.374, -0.749], [-4.961, 0.993, -1.753], [-5.106, 2.407, -0.646], [-5.234, 0.756, 0.015], [-2.036, 2.029, 1.246], [-3.725, 2.510, 1.342], [-2.572, 3.317, 0.206], [-2.716, -2.660, 1.286], [-4.499, -1.506, 0.750], [-3.484, -0.511, 2.402], [-2.839, -3.343, 0.433], [-3.108, -3.157, 2.187], [-1.635, -2.533, 1.460], [-2.500, -0.105, 2.680], [-3.780, -1.184, 3.225], [-4.209, 0.318, 2.360], [0.073, -1.046, 2.337], [0.238, -1.730, -0.672], [2.601, 0.501, -0.169], [2.850, 2.089, -1.100], [3.554, 0.532, 1.418], [3.121, -0.845, -1.323], [1.841, 3.237, -0.892], [2.725, 1.760, -2.160], [4.255, 2.610, -0.805], [4.274, 3.090, 0.188], [4.510, 3.366, -1.573], [5.015, 1.822, -0.834], [0.887, 3.018, -1.372], [2.228, 4.217, -1.231], [1.637, 3.351, 0.188], [2.513, -0.611, -2.223], [2.754, -2.297, -0.895], [4.620, -0.717, -1.620], [4.835, 0.174, -2.241], [4.989, -1.598, -2.154], [5.191, -0.631, -0.684], [2.007, -2.372, -0.091], [3.636, -2.850, -0.553], [2.314, -2.827, -1.758], [2.949, 1.547, 2.422], [4.594, 0.848, 1.152], [3.601, -0.856, 2.092], [3.175, 2.583, 2.141], [3.260, 1.362, 3.459], [1.843, 1.474, 2.448], [2.593, -1.262, 2.265], [4.077, -0.747, 3.082], [4.181, -1.586, 1.502], [-0.088, 2.320, 1.489]], "charge": -1}

Number 1: calculated total energy -55998.505 eV, largest force on an atom 1.63 eV/A, LUMO energy -1.28 eV. Number 2: calculated total energy -8810.354 eV, largest force on an atom 0.47 eV/A, LUMO energy 0.92 eV. Number 3: calculated total energy -10213.268 eV, largest force on an atom 0.94 eV/A, LUMO energy -1.10 eV. Number 4: calculated total energy -109135.376 eV, largest force on an atom 1.49 eV/A, LUMO energy 3.00 eV.